Here is a cluster of 9 separate species, C22H42N4O5S in total from OMol25. Energies are from wB97M-V/def2-TZVPD.

Last column: Mulliken charge in e.
CARTESIAN COORDINATES (ANGSTROEM)
C -4.965 -0.460 3.778  -1.028
C -3.576 -0.867 3.380  0.073
N -2.505 -1.139 3.043  -0.178
H -5.653 -0.467 2.933  0.079
H -5.033 0.383 4.466  0.195
H -5.275 -1.334 4.352  0.750
C -3.221 -2.128 -3.335  -1.390
C -3.114 -0.678 -3.406  0.595
N -3.000 0.465 -3.475  -0.568
H -4.236 -2.515 -3.424  0.415
H -2.675 -2.473 -2.457  0.272
H -2.556 -2.449 -4.137  0.449
C -4.265 -3.679 1.389  -2.343
C -4.352 -2.690 0.344  -0.220
N -4.459 -1.877 -0.491  0.167
H -5.162 -3.756 2.003  0.419
H -3.392 -3.513 2.021  0.152
H -4.179 -4.629 0.862  1.317
C 0.288 -0.721 -4.135  -0.303
C 1.410 -0.141 -4.774  0.151
N 2.333 0.279 -5.293  -0.468
H -0.432 -1.095 -4.863  0.336
H -0.142 -0.038 -3.402  0.003
H 0.629 -1.608 -3.601  0.281
C 6.924 1.809 -1.130  -0.814
S 6.010 0.937 0.239  0.438
O 5.417 2.080 1.036  -0.596
C 4.736 0.197 -0.902  -0.672
H 7.148 1.051 -1.880  0.347
H 7.758 2.364 -0.701  0.354
H 6.299 2.564 -1.607  0.162
H 4.502 0.785 -1.789  0.309
H 3.892 -0.120 -0.290  -0.029
H 5.113 -0.760 -1.261  0.506
C 0.531 -1.222 1.552  -0.694
C 0.165 -0.626 0.222  0.151
O 1.007 -0.082 -0.493  -0.387
C -1.269 -0.819 -0.294  0.133
H 0.219 -0.552 2.353  0.273
H 1.616 -1.320 1.555  -0.054
H 0.126 -2.224 1.695  0.413
H -1.264 -0.086 -1.100  -0.006
H -2.084 -0.514 0.361  -0.365
H -1.374 -1.815 -0.725  0.445
C 3.549 -1.844 5.174  -1.162
C 4.713 -1.212 4.414  0.611
O 5.696 -0.798 4.958  -0.550
C 4.547 -1.228 2.901  -0.624
H 3.292 -2.848 4.836  0.323
H 2.662 -1.210 5.178  0.309
H 3.773 -1.800 6.240  0.355
H 3.683 -0.660 2.554  0.134
H 4.387 -2.187 2.409  0.434
H 5.391 -0.678 2.486  0.189
C 2.178 3.023 -1.449  -0.612
C 3.002 3.540 -2.639  0.740
O 4.217 3.725 -2.524  -0.591
C 2.223 3.809 -3.932  -1.024
H 1.343 2.378 -1.723  0.155
H 1.804 3.810 -0.794  0.409
H 2.929 2.455 -0.899  0.032
H 1.326 4.336 -3.609  0.353
H 1.929 2.862 -4.383  0.156
H 2.807 4.396 -4.641  0.316
C -6.595 1.291 0.878  -1.457
C -5.204 1.772 1.265  0.872
O -4.947 2.145 2.401  -0.521
C -4.183 1.706 0.205  -0.654
H -6.500 0.352 0.332  0.361
H -7.046 1.980 0.164  0.426
H -7.222 1.168 1.761  0.382
H -3.331 2.319 0.499  0.293
H -4.461 2.219 -0.716  0.482
H -3.901 0.667 0.039  -0.204

Its HOMO-LUMO gap (alpha / beta) is 2.174 / 9.378 eV. Its multiplicity is 2. The charge is -1. The LUMO energy (alpha / beta) is 2.3 / 2.3 eV.

***

Here is a structure of composition C23H37ClCoN2O3Si from OMol25. Energies are from wB97M-V/def2-TZVPD.

Last column: natural (NBO) charge in e.
CARTESIAN COORDINATES (ANGSTROEM)
Co -1.241 -0.199 0.617  1.335
Cl -3.225 -0.016 2.016  -0.707
N 0.169 2.088 0.138  -0.559
N -0.367 -2.306 0.475  -0.692
C -0.768 2.820 -0.406  0.604
C -0.836 -3.018 -0.520  0.520
C 1.267 2.979 0.539  0.034
C 0.625 4.358 0.446  -0.085
C 2.382 2.795 -0.475  -0.630
C 1.748 2.643 1.925  -0.599
H 2.038 3.027 -1.496  0.216
H 2.711 1.748 -0.445  0.226
H 3.229 3.445 -0.229  0.191
H 0.939 2.764 2.645  0.213
H 2.565 3.320 2.184  0.195
H 2.119 1.618 1.950  0.226
C 0.787 -3.029 1.073  0.045
C 0.871 -4.287 0.216  -0.082
C 0.507 -3.342 2.536  -0.597
C 2.043 -2.214 0.918  -0.611
H 2.233 -2.044 -0.144  0.215
H 2.877 -2.779 1.335  0.182
H 1.958 -1.268 1.447  0.218
H -0.500 -3.778 2.644  0.219
H 0.564 -2.415 3.120  0.211
H 1.258 -4.052 2.921  0.190
O -0.168 -4.133 -0.816  -0.513
H 0.636 -5.220 0.749  0.175
H 1.803 -4.377 -0.352  0.183
O -0.606 4.136 -0.336  -0.502
H 1.189 5.123 -0.096  0.191
H 0.295 4.749 1.416  0.180
C -1.911 2.289 -1.189  -0.527
C -1.905 -2.598 -1.451  -0.490
C -1.453 -1.313 -2.067  -0.076
H -2.784 -2.365 -0.837  0.199
H -2.074 -3.378 -2.207  0.217
C -1.443 -0.156 -1.274  -0.617
C -1.462 1.074 -1.947  0.059
H -1.338 0.381 2.409  0.460
C -0.899 1.163 -3.241  -0.111
C -0.565 -0.007 -3.923  -0.291
C -0.701 2.502 -3.877  -0.623
C -0.857 -1.244 -3.353  -0.020
H -0.010 0.078 -4.881  0.180
C -0.536 -2.509 -4.082  -0.631
H 0.026 -2.298 -4.997  0.198
H -1.422 -3.102 -4.332  0.199
H 0.080 -3.148 -3.445  0.211
H -1.609 3.109 -3.975  0.194
H -0.280 2.360 -4.872  0.202
H 0.011 3.100 -3.308  0.188
H -2.242 3.046 -1.904  0.230
H -2.712 2.027 -0.480  0.257
C -0.832 1.918 4.382  -1.155
Si -0.247 0.155 4.075  1.899
C 1.480 -0.131 4.778  -1.144
C -1.511 -1.103 4.670  -1.160
O -0.297 -0.109 2.433  -1.211
H -1.384 1.937 5.339  0.236
H -1.523 2.255 3.585  0.257
H -0.016 2.646 4.466  0.228
H 1.427 -0.138 5.885  0.233
H 1.911 -1.097 4.476  0.243
H 2.202 0.654 4.507  0.238
H -2.469 -1.008 4.136  0.284
H -1.147 -2.126 4.480  0.238
H -1.694 -0.970 5.746  0.213

Its HOMO-LUMO gap (alpha / beta) is 2.026 / 6.677 eV. Its multiplicity is 5. The charge is -1. The LUMO energy (alpha / beta) is 2.6 / 2.5 eV.

***

Here is an isolated molecule of C4H2O2 from OMol25. Energies are from wB97M-V/def2-TZVPD.

Last column: natural (NBO) charge in e.
CARTESIAN COORDINATES (ANGSTROEM)
O 0.864 -1.918 -1.951  -0.454
C 0.485 -1.104 -1.164  0.372
C 0.111 -1.259 0.272  -0.087
C -0.190 -0.237 0.867  -0.011
C -0.476 1.163 1.092  0.347
O -0.337 1.952 0.183  -0.458
H 0.356 -0.029 -1.390  0.143
H -0.812 1.432 2.092  0.146

Its HOMO-LUMO gap is 9.464 eV. Its multiplicity is 1. The structure (SMILES) is O=CC#CC=O. The LUMO energy is -1.2 eV.

***

Here is the ion C6H4N3O with charge +1 from OMol25. Energies are from wB97M-V/def2-TZVPD.

Last column: natural (NBO) charge in e.
CARTESIAN COORDINATES (ANGSTROEM)
C 0.380 -2.222 -1.745  -0.758
C -0.298 -1.468 -0.805  0.792
N -1.099 -1.022 -0.101  -0.313
C -1.390 0.058 0.595  0.054
C -1.651 0.898 1.407  0.407
O -1.254 2.028 1.970  -0.420
C 0.040 2.400 1.742  0.520
N 0.804 2.002 0.897  -0.483
C 1.038 0.923 0.261  0.463
N 1.445 0.096 -0.456  -0.420
H -0.106 -3.108 -1.973  0.304
H 1.310 -2.477 -1.385  0.310
H 0.544 -1.534 -2.551  0.313
H 0.239 3.428 2.143  0.232

Its HOMO-LUMO gap is 9.674 eV. Its multiplicity is 1. The charge is +1. The structure (SMILES) is CC#[N+]C#CO/C=N\C#N. The LUMO energy is -5.2 eV.

***

Number 1: F_max 2.9 eV/A, total energy -1856.75305 Ha. Number 2: F_max 3.2 eV/A, total energy -3366.32420 Ha. Number 3: F_max 1.2 eV/A, total energy -303.95017 Ha. Number 4: F_max 4.9 eV/A, total energy -470.06506 Ha.